{"formula": "C45H73F3GaO", "method": "wB97M-V/def2-TZVPD", "symbols": ["C", "C", "C", "C", "C", "C", "C", "C", "C", "C", "C", "C", "C", "C", "C", "C", "C", "C", "Ga", "O", "C", "C", "C", "C", "C", "C", "C", "C", "C", "H", "H", "H", "H", "H", "H", "H", "H", "H", "H", "H", "H", "H", "H", "H", "H", "H", "H", "H", "H", "H", "H", "H", "H", "H", "H", "H", "H", "H", "H", "H", "H", "H", "H", "H", "H", "H", "H", "H", "H", "H", "H", "H", "H", "H", "H", "H", "H", "H", "H", "H", "H", "H", "H", "H", "H", "H", "H", "F", "C", "C", "C", "C", "C", "C", "H", "H", "H", "H", "H", "F", "C", "C", "C", "C", "C", "C", "H", "H", "H", "H", "H", "F", "C", "C", "C", "C", "C", "C", "H", "H", "H", "H", "H"], "xyz": [[2.082, 2.627, 3.924], [0.841, 3.264, 3.304], [0.834, 3.392, 1.757], [1.782, 2.482, 0.997], [1.366, 2.438, -0.486], [2.535, 2.096, -1.399], [2.666, 0.579, -1.522], [3.571, 0.116, -2.646], [3.534, -1.424, -2.725], [4.450, -2.065, -1.677], [3.679, -2.307, -0.361], [4.315, -1.696, 0.871], [3.285, -1.543, 2.013], [2.528, -2.805, 2.377], [1.575, -2.549, 3.547], [0.580, -3.716, 3.765], [-0.787, -3.573, 3.029], [-1.096, -4.638, 1.942], [-1.052, -3.958, 0.020], [-1.703, -5.223, -1.240], [-2.121, -2.206, -0.244], [-1.153, -1.013, -0.101], [-1.669, 0.025, 0.917], [-2.484, 1.061, 0.152], [-3.159, 2.136, 0.996], [-3.745, 3.232, 0.097], [-4.723, 2.709, -0.962], [-4.058, 2.439, -2.337], [-4.307, 1.012, -2.874], [1.941, 1.561, 4.036], [2.173, 3.008, 4.937], [3.004, 2.872, 3.412], [0.747, 4.269, 3.702], [-0.046, 2.717, 3.602], [-0.165, 3.123, 1.427], [0.985, 4.421, 1.443], [1.749, 1.468, 1.387], [2.816, 2.796, 1.087], [0.595, 1.677, -0.570], [0.939, 3.405, -0.739], [3.465, 2.564, -1.085], [2.315, 2.474, -2.397], [3.021, 0.223, -0.559], [1.673, 0.168, -1.659], [3.150, 0.505, -3.570], [4.592, 0.458, -2.504], [3.773, -1.763, -3.730], [2.500, -1.703, -2.551], [5.326, -1.442, -1.522], [4.748, -3.030, -2.070], [2.686, -1.896, -0.452], [3.527, -3.364, -0.198], [4.637, -0.683, 0.630], [5.137, -2.295, 1.255], [2.606, -0.726, 1.774], [3.867, -1.232, 2.882], [3.239, -3.582, 2.663], [1.929, -3.185, 1.557], [1.012, -1.654, 3.288], [2.153, -2.363, 4.450], [1.068, -4.601, 3.365], [0.443, -3.903, 4.826], [-1.557, -3.683, 3.789], [-0.873, -2.553, 2.657], [-0.391, -5.462, 2.016], [-2.109, -4.982, 2.128], [0.466, -3.589, -0.363], [-1.163, -5.091, -2.034], [-2.914, -2.122, 0.496], [-2.596, -2.198, -1.222], [-0.136, -1.330, 0.122], [-1.151, -0.502, -1.064], [-2.339, -0.488, 1.605], [-0.855, 0.469, 1.491], [-3.269, 0.507, -0.346], [-1.828, 1.521, -0.578], [-3.944, 1.695, 1.599], [-2.417, 2.612, 1.627], [-2.937, 3.788, -0.372], [-4.290, 3.925, 0.739], [-5.168, 1.788, -0.603], [-5.519, 3.427, -1.133], [-4.396, 3.148, -3.085], [-2.992, 2.510, -2.177], [-3.379, 0.538, -3.165], [-5.009, 1.015, -3.698], [-4.723, 0.370, -2.109], [5.298, 3.610, 1.864], [6.181, 3.156, 2.772], [6.587, 3.997, 3.790], [7.490, 3.524, 4.731], [7.979, 2.229, 4.640], [7.561, 1.401, 3.606], [6.652, 1.863, 2.666], [6.197, 5.005, 3.841], [7.811, 4.169, 5.538], [8.685, 1.864, 5.374], [7.942, 0.392, 3.531], [6.308, 1.231, 1.857], [-0.265, 1.800, -5.687], [-1.337, 1.732, -6.496], [-1.204, 1.145, -7.739], [-2.314, 1.073, -8.568], [-3.532, 1.593, -8.152], [-3.643, 2.183, -6.901], [-2.540, 2.251, -6.062], [-0.244, 0.750, -8.045], [-2.227, 0.609, -9.541], [-4.394, 1.537, -8.803], [-4.590, 2.592, -6.574], [-2.609, 2.698, -5.079], [-4.538, -2.947, 2.325], [-5.577, -3.096, 1.487], [-5.413, -3.826, 0.325], [-6.496, -3.977, -0.526], [-7.719, -3.395, -0.216], [-7.861, -2.662, 0.953], [-6.786, -2.513, 1.817], [-4.449, -4.265, 0.092], [-6.383, -4.551, -1.435], [-8.561, -3.513, -0.888], [-8.812, -2.203, 1.195], [-6.877, -1.951, 2.738]], "atomic_forces_ev_per_a": [[-0.5, 0.2, 0.5], [0.4, 0.4, -0.7], [-0.2, -0.6, 0.6], [-0.3, -0.1, -0.4], [0.8, 0.3, 0.8], [-0.8, -0.5, -0.8], [0.7, 0.8, 0.4], [-0.7, -0.9, 0.1], [0.5, 0.8, -0.1], [-1.2, -0.5, -0.1], [0.7, 0.1, 0.0], [-1.1, 0.1, 0.5], [0.9, -0.2, -0.2], [-0.3, 0.2, 0.5], [-0.3, -0.6, -0.3], [0.2, 0.3, -0.7], [0.3, -0.5, 0.3], [0.0, 0.8, -0.3], [-0.3, 0.3, 0.1], [0.3, 0.0, -0.2], [0.7, -0.4, 0.2], [-0.9, 0.2, 0.1], [0.0, -0.2, -0.5], [0.0, 0.0, 1.1], [0.4, 0.2, -1.1], [-0.7, -0.1, 0.5], [0.4, 0.3, -0.6], [-0.2, -1.2, 0.6], [-0.1, 0.3, 0.2], [0.3, -0.4, -0.3], [0.2, 0.0, 0.2], [0.1, -0.1, -0.2], [-0.2, 0.2, 0.2], [-0.1, -0.1, 0.2], [-0.3, 0.1, -0.2], [0.2, 0.2, 0.0], [-0.1, -0.2, 0.2], [0.2, 0.2, 0.0], [-0.3, 0.0, -0.3], [-0.1, 0.2, -0.2], [0.1, 0.1, 0.2], [0.0, 0.2, -0.2], [0.1, -0.3, 0.2], [-0.3, -0.2, -0.1], [0.2, 0.3, -0.2], [0.2, 0.2, -0.2], [0.2, 0.0, -0.2], [-0.2, -0.4, 0.0], [0.3, 0.0, 0.0], [0.5, -0.2, 0.0], [-0.4, 0.1, -0.1], [-0.1, -0.4, 0.0], [0.5, 0.1, 0.0], [0.4, 0.0, -0.2], [-0.3, 0.0, -0.1], [-0.1, 0.2, 0.3], [0.1, -0.2, -0.1], [0.0, 0.0, -0.4], [-0.1, 0.3, 0.3], [0.1, 0.2, 0.2], [0.1, -0.3, 0.1], [-0.1, 0.1, 0.2], [-0.2, 0.3, 0.2], [0.0, 0.2, -0.2], [-0.1, -0.3, 0.1], [-0.1, -0.5, 0.0], [0.3, 0.0, -0.2], [-0.3, -0.1, 0.4], [-0.2, 0.0, 0.1], [-0.1, -0.1, -0.2], [0.2, 0.0, 0.1], [0.5, 0.1, -0.2], [0.1, 0.0, 0.4], [0.1, 0.3, 0.1], [-0.1, -0.2, -0.5], [0.1, 0.2, -0.3], [-0.1, -0.1, 0.3], [0.1, 0.0, 0.5], [0.1, 0.1, -0.1], [0.1, 0.2, 0.1], [-0.3, -0.1, 0.1], [-0.3, 0.1, 0.2], [0.2, 0.4, 0.0], [0.3, 0.4, -0.3], [0.2, -0.1, -0.4], [-0.1, -0.1, -0.3], [-0.2, -0.2, 0.2], [0.0, 0.0, 0.0], [0.1, -0.1, 0.2], [-0.1, 0.2, 0.0], [0.0, -0.1, -0.1], [0.0, 0.0, 0.1], [0.0, 0.1, 0.1], [-0.1, -0.1, -0.2], [0.0, 0.0, 0.0], [0.0, 0.0, 0.0], [0.0, 0.0, 0.0], [0.0, 0.0, 0.0], [0.0, 0.0, 0.0], [0.0, 0.0, 0.0], [-0.2, 0.0, -0.1], [0.2, -0.1, -0.1], [-0.1, 0.1, 0.1], [0.0, 0.0, -0.1], [0.1, -0.1, -0.1], [0.0, 0.1, 0.2], [0.0, 0.0, 0.0], [0.0, 0.0, 0.0], [0.0, 0.0, 0.0], [0.0, 0.0, 0.0], [0.0, 0.0, 0.0], [0.0, 0.0, 0.0], [-0.2, 0.0, -0.2], [0.3, -0.2, 0.0], [-0.1, 0.1, 0.1], [0.0, 0.0, -0.1], [0.0, -0.1, -0.1], [0.0, 0.1, 0.1], [0.0, 0.1, 0.0], [0.0, 0.0, 0.0], [0.0, 0.0, 0.0], [0.0, 0.0, 0.0], [0.0, 0.0, 0.0]], "gap_ev": 6.616, "homo_energy_ev": -4.310, "multiplicity": 1, "total_charge": -1}

=====

{"formula": "C45H76N12O10", "method": "wB97M-V/def2-TZVPD", "symbols": ["C", "C", "C", "C", "C", "C", "C", "C", "C", "C", "C", "C", "N", "C", "N", "N", "C", "O", "C", "N", "C", "O", "N", "C", "C", "C", "N", "C", "O", "O", "C", "C", "C", "C", "C", "C", "C", "H", "H", "H", "H", "H", "H", "H", "H", "H", "H", "H", "H", "H", "H", "H", "H", "H", "H", "H", "H", "H", "H", "H", "H", "H", "H", "H", "H", "H", "H", "H", "H", "H", "H", "C", "C", "O", "N", "C", "H", "H", "H", "H", "H", "H", "H", "C", "C", "O", "N", "C", "H", "H", "H", "H", "H", "H", "H", "C", "C", "O", "N", "C", "H", "H", "H", "H", "H", "H", "H", "C", "C", "O", "N", "C", "H", "H", "H", "H", "H", "H", "H", "C", "C", "O", "N", "C", "H", "H", "H", "H", "H", "H", "H", "C", "C", "O", "N", "C", "H", "H", "H", "H", "H", "H", "H"], "xyz": [[1.126, 3.170, 3.473], [0.133, 1.926, 3.547], [-1.289, 2.408, 3.047], [-1.447, 2.435, 1.497], [-0.325, 2.757, 0.589], [-0.601, 2.791, -0.841], [-1.927, 2.528, -1.463], [-3.037, 2.165, -0.571], [-4.458, 1.856, -1.192], [-4.693, 0.298, -1.349], [-6.207, -0.132, -1.435], [-7.086, 0.273, -0.180], [-6.427, 0.065, 1.131], [-6.396, -1.318, 1.543], [-7.005, -1.711, 2.615], [-5.671, -2.335, 0.823], [-2.772, 2.126, 0.875], [-3.851, 1.768, 1.769], [-3.594, 0.451, 2.054], [-3.408, -0.672, 2.209], [-1.844, 2.703, -3.007], [-2.583, 2.392, -3.896], [-0.540, 3.352, -3.214], [-0.579, 4.855, -3.201], [0.762, 5.448, -3.864], [1.632, 6.318, -2.871], [2.933, 5.712, -2.497], [0.315, 3.083, -2.079], [1.512, 3.019, -1.983], [0.500, 0.818, 2.730], [1.749, 0.221, 3.124], [2.571, 0.027, 1.783], [2.001, -0.979, 0.846], [2.636, -1.230, -0.456], [3.844, -0.446, -0.778], [4.426, 0.539, 0.155], [3.786, 0.803, 1.462], [1.463, 3.562, 4.466], [2.060, 2.889, 2.893], [0.621, 3.955, 2.835], [0.091, 1.567, 4.621], [-2.074, 1.816, 3.589], [-1.408, 3.476, 3.409], [0.715, 2.971, 0.920], [-5.290, 2.336, -0.604], [-4.453, 2.385, -2.193], [-4.221, 0.004, -2.337], [-4.097, -0.220, -0.553], [-6.244, -1.263, -1.494], [-6.710, 0.316, -2.340], [-8.094, -0.244, -0.267], [-7.310, 1.377, -0.267], [-6.862, 0.652, 1.840], [-7.477, -0.918, 3.063], [-4.929, -1.872, 0.283], [-5.178, -2.888, 1.532], [-0.642, 5.285, -2.163], [-1.423, 5.262, -3.824], [1.357, 4.596, -4.283], [0.484, 6.115, -4.732], [1.092, 6.636, -1.934], [1.877, 7.284, -3.421], [3.271, 5.052, -3.197], [3.640, 6.410, -2.278], [2.320, 0.783, 3.908], [1.592, -0.841, 3.527], [1.077, -1.542, 1.140], [2.159, -1.978, -1.130], [4.330, -0.622, -1.776], [5.348, 1.117, -0.092], [4.154, 1.551, 2.208], [5.781, 2.903, -2.937], [6.196, 1.476, -3.183], [5.585, 0.533, -2.701], [7.286, 1.255, -3.967], [8.130, 2.236, -4.619], [4.900, 2.918, -2.297], [6.584, 3.446, -2.435], [5.531, 3.389, -3.883], [7.505, 0.278, -4.087], [8.107, 2.053, -5.695], [9.153, 2.109, -4.258], [7.803, 3.253, -4.421], [1.511, -2.934, 7.139], [2.328, -2.390, 5.996], [1.994, -1.390, 5.374], [3.469, -3.048, 5.663], [4.025, -4.238, 6.275], [0.634, -2.307, 7.286], [1.176, -3.948, 6.913], [2.099, -2.928, 8.058], [3.964, -2.628, 4.890], [5.023, -4.000, 6.650], [4.107, -5.014, 5.512], [3.411, -4.602, 7.094], [-6.721, -5.546, -0.990], [-5.918, -4.984, -2.133], [-6.269, -3.983, -2.745], [-4.769, -5.624, -2.479], [-4.194, -6.811, -1.879], [-7.605, -4.932, -0.831], [-7.043, -6.562, -1.224], [-6.125, -5.537, -0.076], [-4.284, -5.193, -3.251], [-3.197, -6.564, -1.508], [-4.107, -7.581, -2.648], [-4.799, -7.189, -1.059], [-10.050, -4.883, -2.903], [-10.609, -6.153, -2.317], [-9.900, -7.113, -2.050], [-11.949, -6.211, -2.086], [-12.942, -5.185, -2.335], [-8.974, -4.986, -3.029], [-10.497, -4.692, -3.880], [-10.241, -4.045, -2.229], [-12.253, -7.089, -1.694], [-13.432, -4.940, -1.390], [-13.686, -5.584, -3.028], [-12.504, -4.285, -2.756], [7.204, -1.955, -0.570], [7.610, -3.386, -0.807], [7.001, -4.326, -0.321], [8.700, -3.614, -1.596], [9.543, -2.639, -2.254], [6.326, -1.928, 0.072], [8.013, -1.415, -0.073], [6.954, -1.475, -1.518], [8.915, -4.593, -1.712], [9.516, -2.827, -3.330], [10.567, -2.767, -1.896], [9.219, -1.621, -2.059], [7.222, 4.232, 3.006], [5.756, 3.888, 3.038], [5.355, 2.780, 3.363], [4.869, 4.859, 2.691], [5.148, 6.220, 2.281], [7.803, 3.362, 3.306], [7.520, 4.515, 1.994], [7.433, 5.046, 3.702], [3.906, 4.558, 2.735], [4.652, 6.900, 2.977], [4.738, 6.371, 1.281], [6.214, 6.433, 2.269]], "atomic_forces_ev_per_a": [[0.4, -0.3, -1.2], [-0.2, 0.5, 0.2], [0.2, 0.3, 0.5], [-0.5, -0.3, -2.0], [-2.2, -0.5, -1.4], [-2.3, -0.3, -0.7], [0.5, -0.4, 3.2], [0.5, 0.3, 0.1], [0.6, 0.5, 0.1], [0.2, 0.5, -1.0], [0.0, -0.5, 1.0], [-0.2, 0.9, -1.1], [0.1, -1.3, -1.3], [-0.8, -0.6, 1.8], [0.7, 0.6, -0.7], [0.4, 2.1, 0.2], [2.6, 1.2, -1.5], [1.6, -2.7, -0.2], [-1.1, 2.5, -0.7], [0.2, -0.1, 0.3], [0.8, 0.3, 1.9], [0.3, 0.4, 0.7], [0.4, 0.7, 0.1], [0.8, 1.3, -1.5], [-0.3, 0.1, 0.5], [0.7, 1.2, -0.9], [-0.4, -0.3, 0.1], [-0.3, -1.4, 2.9], [-0.8, 0.6, -1.2], [0.3, 0.8, 0.9], [1.1, -1.8, -1.5], [0.4, -0.3, -1.1], [2.0, 1.3, -0.6], [0.7, 2.2, 2.5], [-0.7, -0.2, 1.1], [-2.1, -1.0, 0.9], [-1.6, -2.2, -1.7], [-0.6, -0.3, -0.8], [-0.9, 0.1, 0.7], [0.7, -0.5, 1.1], [-0.3, 0.5, -1.0], [0.6, 0.4, -0.9], [0.0, -1.1, -0.3], [-1.1, -0.4, -0.2], [1.0, -0.5, -0.2], [-0.1, -0.8, 1.0], [-0.4, 0.2, 1.1], [-0.8, 0.3, -0.6], [0.0, 1.3, -0.3], [0.6, -0.6, 0.8], [1.1, 0.4, 0.2], [0.2, -1.0, 0.2], [0.1, -0.5, -0.1], [0.1, -0.4, -0.2], [-0.4, -0.4, 0.1], [-0.6, 0.1, -0.3], [-0.2, -0.6, -0.8], [0.5, -0.9, 0.8], [-0.5, 0.8, 0.5], [0.2, -0.8, 0.9], [0.3, -0.6, -0.9], [-0.6, -0.9, 0.6], [-0.1, 0.4, 0.3], [-0.3, -0.3, -0.3], [-0.6, -0.3, -0.8], [-0.2, 1.9, -0.6], [1.0, 0.7, -0.2], [0.8, 0.8, 0.4], [-0.7, 0.3, 1.6], [-0.9, -0.7, 0.0], [-0.2, -0.9, -1.0], [-0.1, 0.0, 0.1], [-0.1, -0.4, 0.0], [0.6, 0.4, -0.5], [-0.2, 0.3, 0.2], [0.1, -0.5, -0.1], [0.1, -0.1, -0.1], [0.0, 0.1, -0.1], [0.1, 0.1, 0.0], [0.0, 0.1, 0.0], [0.1, 0.2, 0.0], [0.1, 0.2, -0.1], [-0.1, -0.1, 0.0], [-0.1, 0.0, 0.1], [0.1, 0.2, -0.3], [0.1, -0.4, 0.7], [-0.4, 0.1, 0.2], [0.3, 0.2, -0.4], [0.1, 0.0, -0.1], [0.1, 0.0, 0.2], [0.0, -0.2, 0.0], [0.0, 0.0, 0.0], [0.0, -0.2, 0.1], [0.1, -0.2, 0.2], [0.0, 0.1, -0.1], [0.0, -0.1, 0.0], [0.0, 0.4, -0.2], [0.0, -0.1, 0.0], [-0.3, 0.1, 0.2], [0.3, 0.2, -0.4], [0.1, 0.0, -0.1], [0.0, 0.0, 0.1], [-0.1, -0.1, 0.0], [0.0, 0.0, 0.0], [0.0, -0.2, 0.1], [0.1, -0.2, 0.2], [0.0, 0.1, -0.1], [0.1, 0.0, 0.0], [0.1, -0.4, 0.1], [0.0, 0.1, 0.0], [0.3, 0.2, -0.1], [-0.2, -0.5, 0.2], [-0.1, 0.0, 0.1], [0.0, 0.2, 0.1], [0.0, 0.1, -0.2], [0.0, 0.1, 0.0], [-0.1, 0.2, -0.1], [-0.1, 0.3, 0.0], [0.1, -0.1, 0.0], [0.0, 0.0, 0.0], [-0.2, -0.3, 0.2], [0.1, 0.1, -0.1], [-0.2, 0.2, 0.1], [0.1, -0.6, 0.0], [0.1, -0.1, -0.1], [0.0, 0.1, -0.1], [0.0, 0.2, 0.1], [0.0, 0.1, 0.0], [0.1, 0.2, 0.0], [0.1, 0.2, -0.1], [-0.1, -0.1, 0.1], [0.1, -0.1, 0.0], [-0.4, -0.2, 0.1], [0.2, 0.2, 0.1], [0.4, -0.2, 0.1], [-0.5, -0.2, 0.0], [-0.2, 0.0, 0.0], [0.1, 0.1, 0.1], [0.1, 0.1, -0.1], [0.0, 0.0, 0.0], [0.1, 0.2, -0.1], [0.1, 0.2, 0.0], [-0.1, -0.1, 0.0]], "gap_ev": 7.511, "homo_energy_ev": -7.706, "smiles": "[H]/N=C(/N)NCCCCc1c(OC#N)c(C[C@H](C)OCc2ccccc2)cc2c1C(=O)N(CCCN)C2=O.CNC(C)=O.CNC(C)=O.CNC(C)=O.CNC(C)=O.CNC(C)=O.CNC(C)=O", "multiplicity": 1, "total_charge": 0}